Arrangement one

ORCA calculation (ωB97M-V/def2-TZVPD) on a cluster of 2 separate species, CHN2OS in total.

The charge is -1.

Each line ends with the natural charge from an NBO analysis.
CARTESIAN COORDINATES (ANGSTROEM)
C1 -1.787 -1.196 0.050  0.07
N1 -2.190 -1.963 0.820  -0.55
N2 1.755 0.675 0.111  0.00
O1 2.183 1.617 0.731  -0.31
S1 -1.081 -0.109 -0.980  -0.49
H1 1.120 0.977 -0.733  0.28

=====

Arrangement two

ORCA calculation (ωB97M-V/def2-TZVPD) on a cluster of 2 separate species, CHN2OS in total.

The charge is -1.

Each line ends with the natural charge from an NBO analysis.
CARTESIAN COORDINATES (ANGSTROEM)
C1 0.403 1.806 1.408  0.03
N1 0.211 2.713 2.098  -0.56
N2 -0.166 -1.984 -1.144  -0.03
O1 -0.149 -1.276 -2.187  -0.27
S1 0.768 0.621 0.394  -0.44
H1 -1.068 -1.880 -0.568  0.27

=====

arrangement one is preferred energetically. Next in line: 0.362 eV higher.

=====

Arrangement one

ORCA calculation (ωB97M-V/def2-TZVPD) on a cluster of 2 separate species, CH2N2O2 in total.

Each line ends with the natural charge from an NBO analysis.
CARTESIAN COORDINATES (ANGSTROEM)
C1 -2.489 0.088 -0.189  0.85
N1 1.695 0.271 0.271  -0.01
N2 -1.373 -0.163 0.105  -0.76
O1 -3.668 0.176 -0.293  -0.54
O2 2.752 -0.273 -0.129  -0.42
H1 3.583 -0.048 0.582  0.45
H2 -0.499 -0.051 -0.347  0.43

=====

Arrangement two

ORCA calculation (ωB97M-V/def2-TZVPD) on a cluster of 2 separate species, CH2N2O2 in total.

Each line ends with the natural charge from an NBO analysis.
CARTESIAN COORDINATES (ANGSTROEM)
C1 -0.097 2.150 0.046  0.36
N1 1.534 -0.203 0.008  0.40
N2 0.495 -0.845 0.063  -0.49
O1 0.982 1.778 -0.101  -0.41
O2 2.753 -0.240 0.052  -0.35
H1 -0.966 1.779 0.385  0.14
H2 0.498 -1.851 0.167  0.35

=====

arrangement one is preferred energetically. Next in line: 2.073 eV higher.

=====

Arrangement one

ORCA calculation (ωB97M-V/def2-TZVPD) on the molecule CH2N2O2.

As for the SMILES: [H]/N=N\OC=O.

Each line ends with the natural charge from an NBO analysis.
CARTESIAN COORDINATES (ANGSTROEM)
H1 -0.917 1.464 1.030  0.38
N1 -1.187 0.930 0.214  -0.25
N2 -0.336 0.312 -0.315  0.24
O1 1.214 0.604 0.308  -0.51
C1 2.176 -0.117 -0.168  0.62
O2 3.356 0.260 -0.157  -0.57
H2 1.857 -1.040 -0.623  0.10

=====

Arrangement two

ORCA calculation (ωB97M-V/def2-TZVPD) on the molecule CH2N2O2.

As for the SMILES: C=N[N+](=O)[O-].

Each line ends with the natural charge from an NBO analysis.
CARTESIAN COORDINATES (ANGSTROEM)
C1 -0.569 0.489 0.922  0.00
N1 0.193 1.067 -0.058  -0.30
N2 0.360 2.409 0.097  0.59
O1 -0.240 3.057 0.941  -0.41
O2 1.157 2.900 -0.658  -0.31
H1 -0.764 -0.544 0.942  0.21
H2 -1.078 1.301 1.548  0.22

=====

arrangement one is preferred energetically. Next in line: 1.942 eV higher.

=====

Arrangement one

ORCA calculation (ωB97M-V/def2-TZVPD) on a cluster of 2 separate species, C4H11NO3 in total.

As for the SMILES: C[C@@H](O)CC(N)=O.O.

Each line ends with the natural charge from an NBO analysis.
CARTESIAN COORDINATES (ANGSTROEM)
C1 0.593 1.100 -0.605  -0.67
C2 1.316 0.141 0.337  0.11
O1 2.443 0.761 0.755  -0.70
C3 0.465 -0.331 1.611  -0.52
C4 -0.847 -0.969 1.072  0.69
N1 -1.069 -2.332 1.376  -0.83
O2 -1.415 -0.524 0.139  -0.60
H1 -0.101 1.738 -0.087  0.21
H2 1.350 1.726 -1.284  0.21
H3 -0.160 0.546 -1.214  0.27
H4 1.634 -0.691 -0.289  0.17
H5 2.148 1.759 0.843  0.46
H6 1.014 -0.997 2.090  0.21
H7 0.342 0.450 2.366  0.22
H8 -0.604 -2.606 2.172  0.37
H9 -1.837 -2.781 1.025  0.39
O3 -1.512 1.211 -3.353  -0.95
H10 -1.384 0.369 -3.765  0.48
H11 -2.375 1.432 -3.190  0.47

=====

Arrangement two

ORCA calculation (ωB97M-V/def2-TZVPD) on a cluster of 2 separate species, C4H11NO3 in total.

As for the SMILES: O=CNO.CCCO.

Each line ends with the natural charge from an NBO analysis.
CARTESIAN COORDINATES (ANGSTROEM)
O1 -2.220 0.073 0.162  -0.66
C1 -1.447 -0.693 -0.460  0.53
N1 -0.994 -0.384 -1.708  -0.31
O2 -0.906 0.968 -2.086  -0.53
H1 -1.320 -1.751 -0.219  0.17
H2 -0.277 -0.929 -2.156  0.40
H3 -1.785 1.342 -1.909  0.49
C2 1.639 -1.129 0.286  -0.63
C3 0.648 -0.357 1.134  -0.53
C4 0.413 1.448 0.675  0.03
O3 -0.789 1.930 0.961  -0.76
H4 1.182 -1.667 -0.546  0.17
H5 2.170 -1.881 0.873  0.21
H6 2.403 -0.478 -0.143  0.21
H7 1.140 -0.049 2.058  0.21
H8 -0.160 -0.957 1.552  0.20
H9 1.200 1.933 1.256  0.16
H10 0.667 1.400 -0.389  0.13
H11 -1.564 1.180 0.660  0.49

=====

arrangement one is preferred energetically. Next in line: 2.641 eV higher.

=====

Arrangement one

ORCA calculation (ωB97M-V/def2-TZVPD) on a cluster of 2 separate species, C4H11NO3 in total.

As for the SMILES: C[C@@H](O)CC(N)=O.O.

Each line ends with the natural charge from an NBO analysis.
CARTESIAN COORDINATES (ANGSTROEM)
C1 2.734 0.469 0.767  -0.62
C2 1.222 0.624 0.749  0.10
O1 0.981 2.048 0.700  -0.73
C3 0.546 -0.029 -0.455  -0.53
C4 -0.889 -0.447 -0.083  0.68
N1 -1.173 -1.761 -0.223  -0.82
O2 -1.578 0.369 0.495  -0.64
H1 3.135 0.534 -0.245  0.20
H2 3.124 1.289 1.359  0.23
H3 3.000 -0.502 1.185  0.21
H4 0.779 0.323 1.699  0.18
H5 0.044 2.152 0.461  0.48
H6 0.420 0.704 -1.256  0.24
H7 1.153 -0.833 -0.876  0.20
H8 -0.465 -2.328 -0.650  0.40
H9 -2.063 -2.121 0.079  0.42
O3 -3.832 -0.468 -1.075  -0.94
H10 -3.994 0.459 -0.884  0.48
H11 -3.143 -0.482 -1.746  0.46

=====

Arrangement two

ORCA calculation (ωB97M-V/def2-TZVPD) on a cluster of 2 separate species, C4H11NO3 in total.

As for the SMILES: C[C@@H](O)C(N)=O.CO.

Each line ends with the natural charge from an NBO analysis.
CARTESIAN COORDINATES (ANGSTROEM)
C1 -1.748 1.869 0.152  -0.62
C2 -0.558 0.922 0.050  0.02
O1 -0.036 0.677 1.322  -0.75
C3 -1.034 -0.435 -0.638  0.64
N1 -1.634 -1.269 0.233  -0.83
O2 -0.989 -0.620 -1.839  -0.63
H1 -1.424 2.788 0.634  0.22
H2 -2.131 2.095 -0.839  0.22
H3 -2.539 1.422 0.752  0.21
H4 0.199 1.344 -0.625  0.17
H5 0.686 -0.001 1.217  0.50
H6 -1.582 -1.068 1.218  0.41
H7 -2.064 -2.121 -0.089  0.40
C4 2.805 -0.766 -0.267  -0.25
O3 1.623 -1.273 0.324  -0.74
H8 3.452 -1.582 -0.599  0.17
H9 2.582 -0.117 -1.122  0.18
H10 3.321 -0.193 0.498  0.19
H11 1.069 -1.673 -0.382  0.49

=====

Arrangement three

ORCA calculation (ωB97M-V/def2-TZVPD) on a cluster of 2 separate species, C4H11NO3 in total.

As for the SMILES: CN(C)CC(=O)O.O.

Each line ends with the natural charge from an NBO analysis.
CARTESIAN COORDINATES (ANGSTROEM)
C1 -1.503 -0.094 -1.270  -0.42
N1 -0.742 -0.697 -0.175  -0.43
C2 -1.474 -1.853 0.415  -0.42
C3 -0.564 0.316 0.885  -0.33
C4 0.521 1.278 0.441  0.78
O1 1.635 0.995 0.104  -0.57
O2 0.014 2.517 0.205  -0.69
H1 -2.257 0.650 -0.957  0.17
H2 -2.063 -0.880 -1.764  0.20
H3 -0.895 0.433 -2.002  0.21
H4 -2.108 -2.265 -0.360  0.20
H5 -0.724 -2.598 0.648  0.21
H6 -2.099 -1.665 1.289  0.19
H7 -0.229 -0.191 1.775  0.22
H8 -1.441 0.911 1.097  0.20
H9 0.700 3.008 -0.281  0.50
O3 2.074 -1.865 -0.524  -0.95
H10 1.940 -2.258 0.346  0.45
H11 1.347 -1.213 -0.545  0.49

=====

Arrangement four

ORCA calculation (ωB97M-V/def2-TZVPD) on a cluster of 2 separate species, C4H11NO3 in total.

As for the SMILES: O=CCCNCO.O.

Each line ends with the natural charge from an NBO analysis.
CARTESIAN COORDINATES (ANGSTROEM)
O1 -2.165 2.585 0.806  -0.50
C1 -0.991 2.361 0.855  0.45
C2 -0.239 1.639 -0.244  -0.53
C3 0.236 0.303 0.325  -0.23
N1 0.419 -0.720 -0.769  -0.65
C4 1.568 -1.556 -0.575  0.08
O2 2.846 -0.884 -0.671  -0.74
H1 -0.376 2.694 1.714  0.11
H2 0.642 2.193 -0.567  0.22
H3 -0.956 1.472 -1.051  0.23
H4 -0.533 -0.142 0.952  0.19
H5 1.083 0.290 1.013  0.21
H6 0.502 -0.204 -1.645  0.35
H7 1.563 -2.369 -1.299  0.17
H8 1.584 -1.909 0.459  0.18
H9 2.797 -0.154 -1.317  0.46
O3 -1.793 -2.605 0.565  -0.95
H10 -1.716 -3.346 -0.040  0.47
H11 -1.334 -1.857 0.167  0.48

=====

arrangement one is preferred energetically. Next in line: 0.141 eV higher.

=====

Arrangement one

ORCA calculation (ωB97M-V/def2-TZVPD) on a cluster of 2 separate species, C4H11NO3 in total.

As for the SMILES: CC(=O)O.NCCO.

Each line ends with the natural charge from an NBO analysis.
CARTESIAN COORDINATES (ANGSTROEM)
C1 -2.601 -0.932 -0.211  -0.73
C2 -1.315 -1.547 -0.687  0.80
O1 -0.449 -2.026 -0.005  -0.61
O2 -1.208 -1.484 -2.031  -0.68
H1 -3.436 -1.319 -0.794  0.24
H2 -2.517 0.143 -0.353  0.25
H3 -2.719 -1.151 0.846  0.24
H4 -0.345 -1.863 -2.254  0.50
N1 1.075 0.014 1.863  -0.85
C3 1.848 0.656 0.802  -0.23
C4 0.930 1.489 -0.072  -0.06
O3 1.723 2.306 -0.921  -0.72
H5 1.696 -0.299 2.596  0.36
H6 0.590 -0.801 1.507  0.38
H7 2.391 -0.059 0.170  0.17
H8 2.590 1.306 1.256  0.19
H9 0.279 2.093 0.562  0.16
H10 0.304 0.804 -0.664  0.14
H11 1.164 2.671 -1.612  0.47

=====

Arrangement two

ORCA calculation (ωB97M-V/def2-TZVPD) on a cluster of 2 separate species, C4H11NO3 in total.

As for the SMILES: CN(C)CC(=O)O.O.

Each line ends with the natural charge from an NBO analysis.
CARTESIAN COORDINATES (ANGSTROEM)
C1 -2.023 1.076 0.990  -0.41
N1 -0.663 0.571 0.743  -0.43
C2 0.195 0.834 1.891  -0.43
C3 -0.107 1.206 -0.456  -0.34
C4 0.759 0.133 -1.086  0.79
O1 1.701 -0.404 -0.571  -0.60
O2 0.317 -0.218 -2.313  -0.69
H1 -2.066 2.177 1.046  0.17
H2 -2.371 0.702 1.944  0.21
H3 -2.659 0.744 0.173  0.20
H4 -0.211 0.372 2.792  0.20
H5 1.197 0.475 1.663  0.23
H6 0.216 1.911 2.158  0.16
H7 0.532 2.060 -0.218  0.21
H8 -0.929 1.431 -1.128  0.22
H9 0.660 -1.102 -2.521  0.50
O3 0.081 -2.888 0.368  -0.94
H10 0.808 -2.787 0.997  0.47
H11 -0.145 -1.962 0.196  0.47

=====

arrangement one is preferred energetically. Next in line: 0.305 eV higher.